Record 1
Below is a structure of composition C18H42N3O2P2Sn at a distorted geometry, with properties calculated with ωB97M-V/def2-TZVPD.

DFT total energy	-52296.28491	eV
gap between HOMO and LUMO	8.07	eV
lowest unoccupied orbital energy	-10.954	eV
spin multiplicity	1
net charge	+3

Each line ends with the natural charge from an NBO analysis.
Element x y z (Å)
Sn 0.21280 -0.54270 0.21270  1.24
P 2.16106 0.34650 -1.29172  1.11
P -2.38374 -0.67481 0.65729  1.12
N -0.78338 -0.59395 -2.11852  -0.65
C 1.50058 0.09077 -2.97781  -0.77
H 1.92544 0.90601 -3.57972  0.30
H 1.91560 -0.85972 -3.35391  0.28
C -0.01274 0.15255 -3.15547  -0.23
H -0.38556 1.16396 -3.18249  0.22
H -0.26617 -0.34658 -4.10574  0.24
C -2.25200 -0.36444 -2.19244  -0.23
H -2.57568 -0.88446 -3.10882  0.24
H -2.42142 0.69049 -2.31755  0.22
C -3.04814 -0.94108 -1.02643  -0.77
H -3.21559 -2.02668 -1.13980  0.28
H -4.03114 -0.44785 -1.02575  0.30
C -3.27551 0.74140 1.44716  -0.52
C -2.52901 1.29360 2.67334  -0.65
H -2.86809 2.32613 2.85100  0.26
H -1.43221 1.32296 2.56987  0.23
H -2.77236 0.71218 3.57603  0.23
C -2.64127 -2.23487 1.63496  -0.51
C -2.22601 -2.07810 3.11146  -0.62
H -2.22022 -3.08328 3.55921  0.27
H -2.94453 -1.46634 3.68092  0.23
H -1.21417 -1.65685 3.23703  0.21
C 3.55496 -0.85987 -1.03226  -0.51
C 4.27657 -0.64050 0.31191  -0.62
H 4.93135 -1.50828 0.48363  0.27
H 3.58302 -0.57834 1.16707  0.21
H 4.91557 0.25757 0.29830  0.23
C 2.76853 2.08482 -1.14047  -0.52
C 2.96227 2.51019 0.32365  -0.64
H 2.98933 3.60956 0.36881  0.26
H 3.92354 2.14533 0.71441  0.22
H 2.16613 2.17181 1.00429  0.23
C -0.47253 2.07487 -0.01223  0.51
O -0.57611 3.15146 0.36618  -0.38
C -4.05264 -2.81351 1.48329  -0.62
H -4.81353 -2.18694 1.97310  0.24
H -4.32567 -2.96090 0.42854  0.22
H -4.04269 -3.79674 1.97171  0.27
C 4.53076 -0.92365 -2.21262  -0.62
H 5.21777 -1.75627 -2.01120  0.27
H 4.01686 -1.13128 -3.16163  0.22
H 5.12219 -0.00092 -2.31379  0.24
C 4.01665 2.36298 -1.98285  -0.62
H 4.14935 3.45310 -2.02727  0.27
H 4.92407 1.93434 -1.53191  0.23
H 3.91027 2.00124 -3.01494  0.23
C -4.74055 0.42645 1.76471  -0.62
H -4.84009 -0.21581 2.65334  0.23
H -5.24164 1.38113 1.98067  0.27
H -5.25800 -0.03476 0.91069  0.22
H -3.24542 1.50905 0.65487  0.24
H 1.93002 2.66710 -1.55900  0.24
H -1.92589 -2.93229 1.15848  0.24
H 3.01927 -1.82643 -0.97095  0.24
H -0.77640 -1.49632 -2.57430  0.41
H 0.43938 -2.17690 -0.06319  -0.20
N 0.59326 0.43526 4.65720  -0.78
C 1.34655 0.77984 3.58768  0.81
N 2.67626 0.93472 3.80182  -0.78
O 0.80417 0.89463 2.40358  -0.80
H 1.01946 0.50088 5.56919  0.42
H -0.39898 0.45920 4.60673  0.42
H 3.21727 1.35161 3.06177  0.42
H 2.99917 1.00669 4.74837  0.43

Record 2
Below is the molecule C17H26N2O5S, with properties calculated with ωB97M-V/def2-TZVPD.

DFT total energy	-42103.49681	eV
relative energy (zero: lowest compared OMol25 entry of this formula, charge and spin)	39.5	kcal/mol
gap between HOMO and LUMO	8.44	eV
lowest unoccupied orbital energy	0.650	eV
SMILES	COc1ccc(NC(=O)CN(C2CCCCC2)S(C)(=O)=O)cc1OC
spin multiplicity	1
net charge	0

Each line ends with the natural charge from an NBO analysis.
Element x y z (Å)
C 6.21215 2.22884 -0.90556  -0.25
O 5.67479 0.93487 -0.79840  -0.48
C 4.41592 0.79951 -0.29468  0.23
C 3.59775 1.83869 0.10999  -0.28
C 2.32546 1.60133 0.61359  -0.25
C 1.86098 0.30283 0.71413  0.13
N 0.59372 -0.03272 1.20980  -0.63
C -0.43528 0.77962 1.53048  0.66
O -0.42393 1.99460 1.48408  -0.62
C -1.68442 -0.00937 1.95598  -0.31
N -2.47993 -0.48525 0.83836  -0.69
C -3.53482 0.39390 0.34754  -0.03
C -4.59611 -0.36148 -0.44689  -0.41
C -5.76096 0.57545 -0.76072  -0.39
C -5.27670 1.78186 -1.55935  -0.40
C -4.18296 2.52148 -0.79530  -0.39
C -3.02147 1.58357 -0.47200  -0.44
S -1.83608 -1.71860 -0.04991  2.33
C -0.96895 -1.00789 -1.48262  -0.87
O -2.86610 -2.56832 -0.55765  -0.93
O -0.83537 -2.34145 0.78235  -0.98
C 2.67408 -0.75950 0.30733  -0.34
C 3.94084 -0.52940 -0.19194  0.35
O 4.80188 -1.49565 -0.61031  -0.49
C 4.40286 -2.83918 -0.50010  -0.25
H 7.21284 2.09745 -1.31418  0.20
H 6.28207 2.71935 0.07111  0.17
H 5.62431 2.85589 -1.58448  0.17
H 3.93892 2.85881 0.04296  0.22
H 1.70484 2.42355 0.92491  0.25
H 0.38815 -1.03127 1.22638  0.44
H -2.30898 0.64516 2.56742  0.23
H -1.38904 -0.87999 2.54478  0.24
H -4.02220 0.79404 1.24770  0.20
H -4.17247 -0.74011 -1.37643  0.21
H -4.93787 -1.22286 0.12622  0.23
H -6.52077 0.03413 -1.32654  0.21
H -6.21750 0.91678 0.17101  0.19
H -6.11171 2.45641 -1.75820  0.21
H -4.88377 1.44463 -2.52115  0.19
H -3.81819 3.36410 -1.38536  0.21
H -4.59522 2.92020 0.13402  0.20
H -2.25868 2.12396 0.08900  0.24
H -2.57787 1.22968 -1.40394  0.19
H -0.44320 -0.11073 -1.18453  0.25
H -1.69826 -0.80503 -2.25487  0.24
H -0.26920 -1.76166 -1.82131  0.25
H 2.28652 -1.76248 0.39703  0.22
H 5.24400 -3.42496 -0.86726  0.20
H 4.19586 -3.11509 0.53903  0.18
H 3.52031 -3.05130 -1.11305  0.17

Record 3
Below is the molecule C5H8O2 at a distorted geometry, with properties calculated with ωB97M-V/def2-TZVPD.

DFT total energy	-9406.87332	eV
relative energy (zero: lowest compared OMol25 entry of this formula, charge and spin)	68.2	kcal/mol
gap between HOMO and LUMO	9.49	eV
lowest unoccupied orbital energy	0.006	eV
SMILES	C=C(C)COC=O
spin multiplicity	1
net charge	0

Each line ends with the natural charge from an NBO analysis.
Element x y z (Å)
C -1.77467 1.11843 -0.36018  -0.38
C -0.71616 0.47641 0.15234  -0.02
C 0.49604 1.26872 0.39537  -0.58
C -0.62925 -1.00990 0.31499  -0.12
O 0.19210 -1.37530 -0.78938  -0.55
C 1.69376 -1.28067 -0.50874  0.57
O 2.14004 -1.69507 0.52845  -0.52
H -1.75263 2.16373 -0.62416  0.19
H -2.71938 0.61563 -0.50214  0.19
H 0.73615 1.32566 1.45580  0.22
H 1.45945 0.47503 0.00303  0.17
H 0.47873 2.26727 -0.02698  0.23
H -1.60524 -1.49188 0.21188  0.21
H -0.10026 -1.27665 1.23971  0.20
H 2.10133 -1.58140 -1.48999  0.18

Record 4
Below is a cluster of 2 separate species, H9NSi3 in total at a distorted geometry, with properties calculated with ωB97M-V/def2-TZVPD.

DFT total energy	-25266.59563	eV
relative energy (zero: lowest compared OMol25 entry of this formula, charge and spin)	21.7	kcal/mol
gap between HOMO and LUMO	9.52	eV
lowest unoccupied orbital energy	0.470	eV
spin multiplicity	1
net charge	0

Each line ends with the natural charge from an NBO analysis.
Element x y z (Å)
N 0.54890 1.44078 -1.70471  -1.31
Si 0.39607 -0.19163 2.33503  0.43
Si -0.77792 0.35098 -1.56667  0.99
Si -0.26801 -1.18764 0.31432  0.09
H 0.94813 1.35156 -2.66329  0.40
H 0.42579 2.51442 -1.43057  0.42
H 0.82467 -1.12111 3.36626  -0.13
H 1.63911 0.60606 1.95377  -0.13
H -0.49266 0.63538 3.01018  -0.15
H -0.93809 -0.54056 -2.72325  -0.16
H -2.05408 0.91959 -1.11787  -0.18
H -1.27782 -2.23546 0.35770  -0.14
H 1.02591 -2.54237 -0.13090  -0.12

Record 5
Below is a structure of composition C51H65N8O8RuTe at a distorted geometry, with properties calculated with ωB97M-V/def2-TZVPD.

DFT total energy	-92117.90367	eV
relative energy (zero: lowest compared OMol25 entry of this formula, charge and spin)	0.0	kcal/mol
gap between HOMO and LUMO (alpha / beta)	6.95 / 6.75	eV
lowest unoccupied orbital energy (alpha / beta)	2.229 / 1.510	eV
spin multiplicity	5
net charge	-1

Each line ends with the Löwdin spin population.
Element x y z (Å)
Ru 0.11949 0.17417 -0.03389  2.52
N -1.17922 0.95670 -1.85014  0.06
C -0.34364 1.83441 -2.66104  0.00
C 0.93577 2.30262 -1.94457  0.02
O 1.50148 3.31854 -2.35022  0.04
N 1.35420 1.48687 -0.98027  0.06
C 2.52542 1.87546 -0.25471  0.01
C 2.23185 1.84371 1.28274  0.01
O 2.97995 2.46691 2.02818  0.01
O 1.24259 1.15072 1.63853  0.05
H -1.41616 0.09194 -2.34818  0.01
H -2.01521 1.42401 -1.52309  0.00
H -0.88345 2.73329 -2.98816  0.00
H 0.00689 1.29522 -3.54750  0.00
H 2.87748 2.87234 -0.55040  0.00
H 3.34016 1.15708 -0.42170  0.00
C -2.37402 6.94918 2.27738  0.00
O -2.09843 5.73856 2.93806  0.00
C -3.14983 4.91638 3.27084  0.00
C -4.44175 5.34238 3.51308  0.00
C -5.42132 4.42823 3.87294  0.00
C -5.10312 3.09239 4.00310  0.00
C -3.81805 2.65107 3.73525  0.00
C -2.82454 3.54914 3.36697  0.00
N -1.51140 3.16577 3.08279  0.00
C -1.34703 2.02805 2.24626  0.01
N -1.39501 0.88486 2.93033  0.00
C -1.57827 -0.42161 2.45588  0.00
C -1.21867 -0.83393 1.16679  0.00
C -1.54057 -2.15709 0.85378  0.01
C -2.10862 -3.02474 1.76693  0.00
C -2.44704 -2.59761 3.03889  0.00
C -2.20790 -1.27871 3.37502  0.00
O -2.55406 -0.73645 4.61677  0.00
C -3.79608 -1.13379 5.13583  0.00
N -1.27450 2.11555 0.96603  0.06
C -1.30834 3.38202 0.35722  0.00
C -0.12136 4.09973 0.20491  0.00
C -0.07564 5.31417 -0.44843  0.00
C -1.24439 5.85730 -0.95228  0.00
C -2.43883 5.18411 -0.78325  0.00
C -2.49656 3.96177 -0.11829  0.00
O -3.77298 3.49508 0.12459  0.00
C -4.07328 2.11583 0.06186  0.00
H -1.39959 7.34446 1.99015  0.00
H -2.88197 7.67134 2.92787  0.00
H -2.97651 6.77385 1.37969  0.00
H -4.70248 6.38418 3.40887  0.00
H -6.43276 4.76841 4.03377  0.00
H -5.86255 2.38438 4.30104  0.00
H -3.59138 1.60031 3.79539  0.00
H -0.96533 3.96348 2.77024  0.00
H -1.38198 0.97803 3.93537  0.00
H -1.33248 -2.51486 -0.14397  0.00
H -2.28390 -4.05548 1.49805  0.00
H -2.88745 -3.28861 3.74314  0.00
H -3.79828 -2.17745 5.46824  0.00
H -4.58915 -0.99927 4.39157  0.00
H -3.98750 -0.48466 5.99084  0.00
H 0.77563 3.67258 0.62499  0.00
H 0.86738 5.82617 -0.56324  0.00
H -1.22591 6.80699 -1.46543  0.00
H -3.37146 5.59014 -1.14686  0.00
H -4.92615 1.97011 0.72614  0.00
H -3.24358 1.47817 0.37455  0.00
H -4.37201 1.85110 -0.96038  0.00
C 2.68380 -1.33364 -1.81978  0.04
C 1.33016 -1.20740 -2.51559  0.05
O 1.32975 -0.96905 -3.75148  0.05
N 0.25613 -1.48862 -1.82890  0.50
Te -0.99949 -2.09026 -3.64942  0.18
C -2.58313 -2.06146 -5.31858  0.17
C -2.75694 -0.88654 -6.04847  0.01
C -1.96253 0.34396 -5.71629  0.01
C -3.66659 -0.84472 -7.09688  0.00
C -4.43096 -1.95216 -7.43362  0.00
C -5.40285 -1.89151 -8.57843  0.00
C -4.24041 -3.12068 -6.71547  0.01
C -3.31641 -3.19049 -5.67898  0.02
C -3.10889 -4.50755 -4.99798  0.00
C -2.37155 -3.11618 -2.35723  0.00
C -3.60658 -2.59288 -1.99022  0.00
C -4.12986 -1.31341 -2.56970  0.00
C -4.40179 -3.28347 -1.08013  0.00
C -3.99440 -4.48658 -0.53407  0.00
C -4.82244 -5.22291 0.47664  0.00
C -2.76893 -5.00838 -0.92703  0.00
C -1.95616 -4.34260 -1.82715  0.00
C -0.65711 -4.97164 -2.23822  0.00
H 3.40932 -0.70988 -2.33589  0.00
H 2.99494 -2.37631 -1.89670  0.00
H 2.60357 -1.05789 -0.77116  0.00
H -0.93931 0.07754 -5.45100  0.01
H -2.41539 0.87001 -4.87342  0.00
H -1.93951 1.02567 -6.56341  0.00
H -3.78024 0.06859 -7.66840  0.00
H -5.84101 -0.89795 -8.65870  0.00
H -6.20287 -2.61891 -8.45091  0.00
H -4.89268 -2.11087 -9.51870  0.00
H -4.80942 -4.00566 -6.97761  0.00
H -3.47930 -5.32841 -5.61038  0.00
H -3.62668 -4.53468 -4.04101  0.00
H -2.04585 -4.65024 -4.81402  0.00
H -3.33336 -0.76713 -3.07477  0.00
H -4.56304 -0.68918 -1.79018  0.00
H -4.90314 -1.53120 -3.30795  0.00
H -5.35169 -2.85690 -0.78396  0.00
H -5.82035 -4.80052 0.55154  0.00
H -4.35230 -5.16494 1.45799  0.00
H -4.89967 -6.27571 0.20979  0.00
H -2.43697 -5.94918 -0.50554  0.00
H -0.36746 -5.74125 -1.52728  0.00
H 0.12861 -4.22152 -2.29603  0.00
H -0.75388 -5.43708 -3.22041  0.00
C 1.20798 -4.04698 0.37810  0.00
N 2.39976 -3.67034 1.11020  0.00
C 2.86199 -4.71598 1.99813  0.00
C 2.44086 -2.33758 1.49863  0.00
O 1.49671 -1.59019 1.32077  0.03
N 3.62504 -1.94512 2.07275  0.00
C 4.88416 -2.44601 1.57420  0.00
C 3.68555 -0.63915 2.69311  0.00
H 1.42371 -4.97269 -0.15564  0.00
H 0.95340 -3.24404 -0.31396  0.00
H 0.35532 -4.19407 1.04837  0.00
H 2.02790 -5.09151 2.60473  0.00
H 3.63656 -4.35139 2.66556  0.00
H 3.26218 -5.54729 1.40965  0.00
H 4.70822 -3.26727 0.88351  0.00
H 5.52456 -2.78013 2.39634  0.00
H 5.40634 -1.64595 1.03975  0.00
H 2.67656 -0.26975 2.86350  0.00
H 4.20615 0.08945 2.06811  0.00
H 4.21870 -0.71799 3.64258  0.00

Record 6
Below is a structure of composition C13H27ClFeIN2OP2 at a distorted geometry, with properties calculated with ωB97M-V/def2-TZVPD.

DFT total energy	-92521.90500	eV
relative energy (zero: lowest compared OMol25 entry of this formula, charge and spin)	0.0	kcal/mol
gap between HOMO and LUMO (alpha / beta)	6.94 / 7.00	eV
lowest unoccupied orbital energy (alpha / beta)	-6.960 / -7.462	eV
spin multiplicity	6
net charge	+2

Each line ends with the Löwdin spin population.
Element x y z (Å)
C 0.01428 0.80094 -6.11700  0.02
C 0.02190 1.76227 -5.04096  0.05
H 0.01556 1.27640 -7.10339  0.01
H -0.90208 0.18317 -6.02617  0.00
H 0.92380 0.17259 -6.03001  0.00
O 0.03049 2.88111 -4.68748  0.05
I 0.00527 0.03797 -2.94103  0.17
Fe 0.00270 -0.44551 -0.56978  3.97
P 2.33689 0.03686 -0.38378  0.11
C 2.82086 1.34663 0.78107  0.02
C 3.11604 -1.48101 0.26753  0.01
H 4.19990 -1.42730 0.09793  0.00
H 4.32476 0.27181 -1.68784  0.00
H 2.69225 -2.35186 -0.24772  0.00
H 2.94801 -0.23935 -2.71632  0.00
H 2.36308 1.16583 1.76385  0.00
H 2.91192 -1.56074 1.34229  0.00
C 3.26014 0.41925 -1.89938  0.02
H 3.91888 1.35712 0.88980  0.00
H 3.08570 1.46119 -2.18359  0.00
H 2.47971 2.31370 0.38063  0.00
P -2.32593 0.08819 -0.37786  0.10
C -2.87815 1.40155 0.74908  0.02
C -3.25484 0.40220 -1.90593  0.01
H -2.62003 -2.30737 -0.19877  0.00
H -4.14321 -1.41360 0.17706  0.00
H -2.81671 -1.49367 1.38487  0.00
C -3.05377 -1.43955 0.31469  0.01
H -2.94364 -0.28867 -2.69577  0.00
H -4.31884 0.26314 -1.68504  0.00
H -3.98078 1.41229 0.79209  0.00
H -2.51894 2.36827 0.36387  0.00
H -3.08167 1.43182 -2.23334  0.00
H -2.47658 1.22977 1.75752  0.00
Cl 0.01575 -2.63546 -0.97325  0.25
N -0.04252 -0.66741 5.64142  0.01
C -0.02329 -0.57604 4.28894  0.00
C 0.06550 -1.73592 3.49016  0.00
C 0.06793 -1.62256 2.11770  0.01
N 0.00735 -0.41084 1.48643  0.11
C -0.05682 0.71897 2.25741  0.01
C -0.08349 0.67313 3.63467  0.01
H 0.00121 -1.56983 6.09272  0.00
H -0.11647 0.14072 6.24607  0.00
H 0.12597 -2.72463 3.93928  0.00
H 0.11106 -2.50881 1.48716  0.00
H -0.08335 1.68326 1.74999  0.00
H -0.14580 1.59998 4.21019  0.00